Entry 1:
# C32H32I3N5O10P2S3W

A structure of composition C32H32I3N5O10P2S3W in a non-equilibrium geometry (ωB97M-V/def2-TZVPD, the OMol25 dataset).

Element x y z (Å)
H 0.11685 -0.29619 4.04069
C 3.76727 -2.88083 -1.91750
C 4.50900 -1.85540 -1.42465
C 2.09621 4.79702 2.56449
C -1.76836 0.32807 -6.96323
H 1.75010 3.02536 1.40754
C 1.71374 5.52789 3.68464
C 1.46918 -1.61698 5.13388
I 5.10541 0.63882 0.23697
C -0.22433 1.89442 2.79838
H -1.08842 -2.14397 3.20290
C -0.15975 -2.68692 3.05160
O 2.01681 -0.15317 0.65779
C -1.24681 0.83817 -5.78606
H -0.50847 -3.34822 5.11105
C -4.00220 -1.46883 -1.21443
H 0.41010 5.64582 5.38732
C 2.52833 -3.24953 3.78255
S 1.33865 1.39986 -1.24721
S -1.21210 5.38976 -4.52636
C -0.57279 3.99712 -3.91097
S 0.20217 3.96062 -2.36432
H -3.20858 -2.21430 -1.16612
H 2.58472 -4.31567 3.55522
C 0.45184 2.25264 -2.48099
C -1.06684 2.21574 -5.63939
C 0.43247 3.12033 3.10958
H 1.86875 -4.83623 -2.61616
H -2.05105 1.32924 3.00014
O -3.77563 -1.72637 1.88529
H 5.55218 -1.77168 -1.69824
C -2.10656 1.17182 -8.01146
H -2.08884 1.13345 -3.29913
H 2.04723 -3.08837 1.65391
H -1.23044 4.12752 -6.59955
W 0.08054 -0.07428 0.42806
H 0.74108 -1.46804 5.93201
O -2.65442 1.26042 -2.52079
C 1.84778 -2.04256 -0.72385
C 0.24505 -4.07288 -1.48211
O -1.47132 1.45123 -0.17935
C -3.60137 -0.20291 -0.47832
C 3.94609 -0.88721 -0.54423
O -1.57860 -0.92947 1.14940
C -1.90166 2.53421 -7.86718
N 0.88577 -1.70292 2.71391
O -1.22138 1.39480 3.53517
H -0.72084 3.50185 4.88159
H -2.51426 0.77060 -8.93091
H 2.88263 5.16491 1.91774
C 2.15521 -2.42874 2.51551
P -3.05382 -0.44708 1.25484
O -3.36886 0.77893 2.03274
H 2.44444 -1.30411 5.50900
O -1.02691 -0.50240 -1.50061
H -4.90812 -1.87996 -0.76940
H -2.14822 3.20965 -8.67709
H 1.81409 -0.06247 3.60069
C 1.46446 3.60258 2.27849
C -1.38287 3.06440 -6.69214
I 2.66725 7.32743 4.11530
I 4.69100 -4.28413 -3.15444
C 1.06230 -0.80323 3.87212
H -4.50319 1.39834 0.17257
C 2.63146 -0.97737 -0.20188
H -4.20024 -1.23901 -2.26342
H -1.90639 -0.74171 -7.05811
C 0.70104 5.06893 4.52006
C 1.51951 -4.05245 -1.95385
N -0.54191 2.71307 -4.39347
N 0.01556 1.74084 -3.57633
C -0.20034 -3.04396 -0.62686
H 2.92584 -1.69178 2.29732
N 1.53215 -3.04883 4.82876
P -2.10210 0.55196 -1.23494
H -0.43815 -4.86318 -1.76141
O 0.18438 1.24095 1.76547
H 3.50043 -2.93832 4.16685
C 0.06334 3.87411 4.23615
C 0.23258 -3.48859 4.32313
H -1.20632 -3.02277 -0.22747
H -0.29207 -3.34677 2.19153
C 2.39760 -3.01665 -1.56412
H 0.29348 -4.55695 4.10879
H -4.56202 -1.46116 2.37905
O -4.69969 0.69894 -0.46915
N 0.57276 -2.07004 -0.27287
H -0.94260 0.16280 -5.00013

Calculated values
Lowest unoccupied orbital energy (alpha / beta), eV: -1.4 / -1.0
M, g mol⁻¹: 1369.33
Energy relative to the best compared isomer or geometry (same formula, charge and spin), eV: 1.144
⟨S²⟩: 2.029
Strongest force on any atom, eV Å⁻¹: 4.0
E_HOMO (alpha / beta), eV: -6.250 / -7.840
Orbital gap (alpha / beta), eV: 4.84 / 6.85
2S+1: 3

Charges per atom according to Löwdin partitioning, unit e:
1 H 0.10
2 C -0.66
3 C -0.20
4 C -0.13
5 C -0.08
6 H 0.10
7 C -0.73
8 C -0.14
9 I 0.96
10 C -0.37
11 H 0.10
12 C -0.15
13 O -0.42
14 C -0.04
15 H 0.12
16 C -0.05
17 H 0.09
18 C -0.15
19 S 0.71
20 S 0.61
21 C -1.08
22 S 1.01
23 H 0.07
24 H 0.12
25 C -1.03
26 C -0.18
27 C -0.12
28 H 0.07
29 H 0.08
30 O -0.10
31 H 0.08
32 C -0.09
33 H 0.06
34 H 0.11
35 H 0.03
36 W 1.66
37 H 0.12
38 O -0.06
39 C -0.18
40 C -0.01
41 O -0.37
42 C -0.58
43 C -0.65
44 O -0.43
45 C -0.07
46 N -0.17
47 O 0.09
48 H 0.12
49 H 0.10
50 H 0.10
51 C -0.14
52 P 0.44
53 O -0.26
54 H 0.12
55 O -0.38
56 H 0.09
57 H 0.11
58 H 0.12
59 C 0.02
60 C -0.04
61 I 0.89
62 I 0.93
63 C -0.14
64 H 0.09
65 C -0.50
66 H 0.09
67 H 0.10
68 C -0.14
69 C -0.02
70 N -0.13
71 N 0.00
72 C -0.10
73 H 0.11
74 N -0.16
75 P 0.38
76 H 0.12
77 O -0.20
78 H 0.12
79 C 0.00
80 C -0.15
81 H 0.11
82 H 0.11
83 C -0.19
84 H 0.11
85 H 0.10
86 O -0.03
87 N -0.03
88 H 0.10

=====

Entry 2:
# C32H32IN9O3PbS

A structure of composition C32H32IN9O3PbS in a non-equilibrium geometry (ωB97M-V/def2-TZVPD, the OMol25 dataset).

Element x y z (Å)
H 2.79246 -0.37439 1.99113
H 5.04461 -0.34435 5.37988
C 1.59021 -3.59685 0.23738
H 0.82151 3.87456 5.30319
H 4.66171 -2.41557 4.67002
C -5.70254 1.47514 -1.75018
H -3.80699 -1.80780 -0.24552
N 1.45734 0.15147 0.33170
H -0.88617 -6.34670 0.62702
N -1.77190 1.28199 0.50660
C -2.79316 1.04900 -0.26312
C -0.88549 0.26092 -4.09950
C -5.18540 1.38268 -0.24151
N -1.30478 -0.60878 -1.87503
C 3.33635 -4.86881 -0.77600
C -5.51532 0.15760 -2.62292
C -1.64443 0.14979 -2.88617
H 4.16840 -3.74094 0.75672
N 4.31533 -4.08702 -0.17622
C -0.99569 2.38221 0.07218
H 1.67987 5.74134 1.33616
H -6.60097 2.00811 -1.93525
C 0.93163 4.55406 -0.83017
C 0.61906 3.37681 3.26331
H -0.01771 5.03069 -2.43602
H 0.94935 0.91081 -1.54490
N 1.14241 4.53500 2.86716
C 0.54974 3.02509 4.67735
H -6.41096 0.01722 -3.17427
C 3.69957 0.31720 0.09355
H 1.21900 5.64019 -0.79861
O 0.02157 1.22670 2.62044
H -1.11087 0.90451 -4.95864
H -4.71240 3.34456 -1.29021
H 0.75826 -0.67099 -5.16553
H 1.33694 -6.95052 -0.33662
H 5.81267 -1.72929 3.74734
H 5.24800 -4.21273 -0.55121
C 0.40201 -1.59674 -3.26299
H 4.75944 0.36555 0.20758
C 1.99912 -4.82589 -0.16215
H -0.07797 -2.24045 -1.27168
C 1.16754 -5.91109 0.00578
H -1.38599 -4.05269 1.42889
H 1.15334 -2.41350 -3.44851
I -4.05019 -0.24468 2.21327
O -0.26924 4.59734 -1.59858
H 1.19215 2.17842 4.98301
C 0.19083 2.40787 2.25934
C -0.40733 -4.37328 1.00973
O 3.57363 -5.47371 -1.78758
Pb -0.56934 -0.82971 1.32971
C 1.22304 4.84956 1.51943
H 3.65233 -0.12916 4.64165
H -1.18348 2.77131 -0.91219
N 3.08448 0.71330 -1.06990
N 4.81951 -1.69054 3.94037
N 4.62157 -0.35423 4.49961
H -0.42838 2.81220 5.01534
C 0.13987 -0.68560 -4.27980
S -4.21058 0.65750 -3.87800
H -5.05918 -2.02426 -2.25423
C -0.09131 -5.65809 0.60767
C -5.03599 -1.04215 -1.79048
N 0.43634 -3.33268 0.83252
C -4.07589 0.35949 0.07798
C -3.18698 1.61519 -1.58411
C 1.74173 0.62067 -0.87290
H 2.30214 -2.74420 0.11314
C 2.72893 -0.03076 0.96432
C -0.34153 -1.53288 -2.06951
H -5.70442 1.91604 0.53332
C -4.53034 2.28230 -1.37821
C -2.91178 0.91704 -2.70941
C -4.32994 -0.96110 -0.64596
H 1.71570 3.90235 -1.29577
C -0.04022 2.93133 0.90486
H 3.54424 1.06652 -1.88935
C 0.63095 4.14047 0.55029

Calculated values
Lowest unoccupied orbital energy (alpha / beta), eV: -6.8 / -6.8
M, g mol⁻¹: 956.84
Energy relative to the best compared isomer or geometry (same formula, charge and spin), eV: 2.475
Strongest force on any atom, eV Å⁻¹: 3.3
E_HOMO (alpha / beta), eV: -13.508 / -13.508
Orbital gap (alpha / beta), eV: 6.72 / 6.72
Charge: +2

Charges per atom according to Löwdin partitioning, unit e:
1 H 0.10
2 H 0.04
3 C -0.14
4 H 0.10
5 H 0.07
6 C -0.14
7 H 0.07
8 N -0.08
9 H 0.10
10 N -0.02
11 C -0.27
12 C 0.02
13 C -0.09
14 N 0.09
15 C -0.50
16 C -0.38
17 C -0.29
18 H 0.09
19 N 0.17
20 C 0.02
21 H 0.10
22 H 0.14
23 C -0.20
24 C -0.23
25 H 0.11
26 H 0.12
27 N 0.18
28 C -0.02
29 H 0.10
30 C -0.06
31 H 0.15
32 O -0.13
33 H 0.13
34 H 0.16
35 H 0.12
36 H 0.15
37 H 0.06
38 H 0.12
39 C -0.05
40 H 0.13
41 C -0.14
42 H 0.07
43 C 0.07
44 H 0.12
45 H 0.14
46 I 0.95
47 O -0.07
48 H 0.10
49 C -0.26
50 C -0.13
51 O 0.11
52 Pb 1.44
53 C -0.05
54 H 0.04
55 H 0.12
56 N 0.11
57 N -0.10
58 N -0.08
59 H 0.08
60 C -0.04
61 S 1.05
62 H 0.12
63 C -0.01
64 C -0.04
65 N -0.09
66 C -0.65
67 C -0.14
68 C -0.17
69 H 0.12
70 C -0.10
71 C -0.14
72 H 0.13
73 C -0.13
74 C -0.40
75 C -0.14
76 H 0.14
77 C -0.07
78 H 0.17
79 C -0.17

=====

Q: The highest energy relative to the best compared isomer or geometry (same formula, charge and spin) belongs to which entry?
A: C32H32IN9O3PbS